Entry 1:
A molecular structure, C30H25F5N6O3RuS2, computed with ωB97M-V with the def2-TZVPD basis set.

The geometry in XYZ format:
```
72
Properties=species:S:1:pos:R:3:lowdin_charge:R:1
Ru -0.050 -0.112 -0.356 1.13
O -0.046 1.695 -1.177 -0.24
N -0.614 2.695 -0.485 -0.17
C -0.793 3.867 -1.133 0.01
C -1.335 4.932 -0.474 -0.03
C -1.698 4.789 0.870 -0.04
C -1.510 3.584 1.500 -0.06
C -0.957 2.509 0.797 -0.57
S -0.694 0.934 1.472 0.78
H -0.483 3.860 -2.167 0.15
H -1.480 5.862 -1.004 0.12
H -2.133 5.620 1.408 0.12
H -1.789 3.432 2.533 0.12
C 2.706 -1.004 -2.091 0.01
C 2.945 -0.377 -0.763 -0.32
N 2.002 0.056 0.055 -0.05
C 2.628 0.576 1.169 -0.11
C 3.966 0.455 1.016 -0.03
N 4.160 -0.142 -0.215 0.01
C 5.463 -0.551 -0.722 -0.05
N 6.026 -1.612 0.060 -0.05
N 6.662 -1.289 1.219 0.07
N 6.866 -2.342 1.902 0.09
C 6.339 -3.420 1.216 -0.24
C 6.287 -4.774 1.559 0.00
C 5.649 -5.617 0.679 -0.07
C 5.088 -5.137 -0.524 -0.07
C 5.143 -3.808 -0.878 -0.02
C 5.778 -2.956 0.029 -0.18
H 1.688 -0.794 -2.418 0.08
H 2.826 -2.088 -2.053 0.08
H 3.377 -0.601 -2.850 0.09
H 2.067 0.994 1.985 0.09
H 4.793 0.717 1.652 0.13
H 6.146 0.294 -0.670 0.15
H 5.360 -0.868 -1.756 0.14
H 6.733 -5.131 2.477 0.12
H 5.584 -6.674 0.899 0.11
H 4.610 -5.841 -1.193 0.11
H 4.731 -3.459 -1.816 0.10
C 3.402 -0.919 5.473 -0.03
C 2.773 -1.508 4.243 -0.25
C 1.424 -1.265 3.960 -0.02
C 0.819 -1.800 2.839 -0.09
C 1.583 -2.583 1.978 -0.41
C 2.922 -2.834 2.231 -0.07
C 3.510 -2.299 3.369 -0.02
S 0.916 -3.286 0.507 1.02
C -0.379 -4.312 1.191 -0.20
O 0.128 -2.206 -0.242 -0.63
H 2.880 -1.253 6.370 0.09
H 3.344 0.171 5.452 0.09
H 4.448 -1.204 5.560 0.08
H 0.841 -0.652 4.636 0.13
H -0.225 -1.605 2.631 0.08
H 3.497 -3.450 1.550 0.09
H 4.557 -2.494 3.572 0.11
H -1.041 -3.699 1.799 0.05
H 0.091 -5.092 1.788 0.08
H -0.919 -4.748 0.352 0.07
F -5.147 -4.775 -0.716 0.13
C -4.327 -3.731 -0.811 -0.14
C -3.733 -3.201 0.319 -0.15
F -3.968 -3.742 1.518 0.12
C -2.884 -2.114 0.217 -0.16
F -2.347 -1.638 1.358 0.04
C -2.575 -1.524 -1.007 -0.26
O -1.761 -0.488 -1.182 -0.22
C -3.196 -2.080 -2.132 -0.14
F -2.934 -1.565 -3.333 0.13
C -4.055 -3.158 -2.043 -0.14
F -4.616 -3.656 -3.141 0.14
```

Output
HOMO level (alpha / beta), eV: -10.48 / -10.65
Orbital gap (alpha / beta), eV: 7.500 / 6.922
Multiplicity: 2
Energy relative to the best compared isomer or geometry (same formula, charge and spin), kcal per mole: 0.0
Charge: +1



Entry 2:
A molecular structure, C30H25FN2O4Ti at a distorted geometry, computed with ωB97M-V with the def2-TZVPD basis set.

The geometry in XYZ format:
```
63
Properties=species:S:1:pos:R:3:lowdin_charge:R:1
Ti 0.345 -0.177 0.272 0.92
O 1.113 1.615 -3.597 0.01
C -0.045 2.296 -3.792 -0.27
C -0.217 2.993 -4.980 -0.06
C -1.399 3.681 -5.191 -0.15
C -2.426 3.660 -4.246 -0.14
C -2.275 2.996 -3.045 -0.05
C -1.082 2.299 -2.807 -0.10
C -0.878 1.613 -1.571 -0.42
O 0.076 0.692 -1.575 -0.19
N -1.577 1.977 -0.488 0.08
N -1.129 1.371 0.626 -0.15
C -1.596 1.699 1.826 -0.13
C -1.101 1.231 3.082 -0.16
C -1.751 1.626 4.282 -0.09
C -1.247 1.240 5.506 -0.17
C -0.084 0.456 5.572 -0.16
C 0.580 0.042 4.430 -0.06
C 0.105 0.424 3.170 -0.33
O 0.808 0.067 2.105 -0.22
H 0.877 1.030 -2.780 0.06
H 0.581 2.974 -5.721 0.10
H -1.533 4.246 -6.125 0.08
H -3.353 4.197 -4.450 0.08
H -3.018 3.022 -2.254 0.10
H -2.432 2.401 1.869 0.10
H -2.647 2.238 4.218 0.09
H -1.729 1.561 6.422 0.07
H 0.296 0.160 6.568 0.08
H 1.493 -0.559 4.466 0.11
C -0.827 -1.594 0.211 -0.12
C -1.485 -2.676 0.149 -0.08
C -2.174 -3.904 0.066 -0.26
C -2.348 -4.753 1.196 -0.06
C -3.056 -5.945 1.121 -0.13
C -3.608 -6.362 -0.099 -0.15
C -3.430 -5.576 -1.243 -0.13
C -2.752 -4.362 -1.156 -0.05
H -1.889 -4.430 2.141 0.11
H -3.181 -6.581 1.999 0.09
H -4.142 -7.302 -0.175 0.07
H -3.833 -5.912 -2.198 0.09
H -2.666 -3.733 -2.032 0.10
C 2.351 4.302 0.885 -0.10
C 2.641 3.034 0.099 -0.25
O 1.598 2.042 0.434 -0.15
H 3.061 5.112 0.670 0.06
H 2.398 4.097 1.968 0.08
H 1.353 4.679 0.625 0.08
H 3.628 2.632 0.414 0.11
H 2.634 3.161 -0.996 0.12
H 1.504 1.902 1.396 0.08
F 5.745 -3.087 -1.123 -0.03
C 4.549 -2.436 -0.858 -0.29
C 4.453 -1.083 -1.169 -0.05
C 3.253 -0.418 -0.902 -0.11
C 2.193 -1.094 -0.295 -0.21
C 2.296 -2.466 -0.057 -0.13
C 3.474 -3.151 -0.323 -0.05
H 5.311 -0.574 -1.609 0.10
H 3.157 0.630 -1.179 0.08
H 1.443 -2.996 0.352 0.08
H 3.595 -4.226 -0.108 0.10
```

Output
HOMO level (alpha / beta), eV: 1.06 / -1.57
Orbital gap (alpha / beta), eV: 3.639 / 6.262
Multiplicity: 3
Energy relative to the best compared isomer or geometry (same formula, charge and spin), kcal per mole: 0.0
Charge: -2



Entry 3:
A molecular structure, C30H25N2OS2SbSe4Tc, computed with ωB97M-V with the def2-TZVPD basis set.

The geometry in XYZ format:
```
66
Properties=species:S:1:pos:R:3:lowdin_charge:R:1
Tc -0.379 1.211 -1.246 0.61
C -3.394 -2.071 -0.834 0.00
C -2.074 -1.363 -0.932 -0.19
N -2.032 -0.067 -1.023 -0.12
N -3.292 0.528 -0.938 -0.05
C -3.351 1.780 -1.210 -1.06
S -2.030 2.763 -1.778 0.52
S -4.962 2.529 -1.104 0.89
C -5.142 2.546 0.716 -0.40
C -5.088 1.200 1.382 -0.30
C -6.023 0.213 1.085 -0.05
C -5.960 -1.023 1.705 -0.08
C -4.954 -1.292 2.628 -0.10
C -4.019 -0.314 2.929 -0.08
C -4.092 0.929 2.310 -0.07
C -0.846 -2.195 -0.879 -0.08
C -0.979 -3.524 -0.440 -0.01
C 0.095 -4.385 -0.337 -0.04
C 1.363 -3.957 -0.705 -0.03
C 1.538 -2.656 -1.132 0.01
C 0.458 -1.795 -1.188 -0.22
O 0.729 -0.496 -1.607 -0.15
H -4.181 -1.469 -1.269 0.08
H -3.655 -2.219 0.219 0.10
H -3.351 -3.036 -1.330 0.09
H -6.116 3.019 0.854 0.09
H -4.390 3.217 1.133 0.06
H -6.797 0.413 0.354 0.12
H -6.700 -1.779 1.476 0.11
H -4.913 -2.255 3.121 0.10
H -3.244 -0.508 3.660 0.10
H -3.374 1.702 2.563 0.07
H -1.952 -3.887 -0.153 0.11
H -0.061 -5.394 0.018 0.12
H 2.209 -4.628 -0.655 0.12
H 2.514 -2.289 -1.412 0.12
Se 2.298 4.074 -0.099 0.14
Sb 1.162 3.212 2.026 0.59
Se -0.636 1.641 1.068 0.18
Se 1.367 2.938 -1.949 0.64
Se -1.231 3.914 1.576 0.08
C 6.636 1.166 -2.336 -0.07
C 5.953 2.361 -2.486 -0.06
C 4.570 2.398 -2.355 -0.07
C 3.861 1.240 -2.070 -0.28
C 4.553 0.039 -1.935 -0.04
C 5.931 0.000 -2.064 -0.06
C 2.354 1.225 -1.978 -0.48
C 1.564 0.468 -0.903 -0.43
C 2.119 0.129 0.436 -0.25
C 1.443 -0.696 1.347 -0.10
C 1.923 -0.894 2.629 -0.06
C 3.077 -0.253 3.059 -0.07
C 3.737 0.596 2.187 -0.08
C 3.268 0.783 0.892 -0.10
H 7.713 1.138 -2.435 0.11
H 6.492 3.272 -2.708 0.11
H 4.054 3.341 -2.482 0.07
H 4.015 -0.873 -1.713 0.10
H 6.455 -0.940 -1.953 0.11
H 1.983 0.831 -2.929 0.12
H 0.516 -1.180 1.076 0.10
H 1.379 -1.545 3.301 0.12
H 3.448 -0.407 4.064 0.11
H 4.631 1.117 2.504 0.12
H 3.809 1.458 0.249 0.08
```

Output
HOMO level, eV: -10.55
Orbital gap, eV: 6.605
Energy relative to the best compared isomer or geometry (same formula, charge and spin), kcal per mole: 8.4
Charge: +1



Entry 4:
A molecular structure, C30H25ORuS3Si at a distorted geometry, computed with ωB97M-V with the def2-TZVPD basis set.

The geometry in XYZ format:
```
61
Properties=species:S:1:pos:R:3:lowdin_charge:R:1
Ru -0.442 0.557 -0.531 0.64
S -0.567 0.421 1.783 0.71
C -1.128 -1.216 2.077 -0.65
C -1.590 -1.583 3.340 -0.11
C -2.012 -2.879 3.572 -0.06
C -1.980 -3.830 2.553 -0.07
C -1.531 -3.478 1.296 -0.11
C -1.110 -2.168 1.051 -0.66
S -0.527 -1.737 -0.529 0.72
H -1.610 -0.845 4.132 0.11
H -2.366 -3.160 4.555 0.11
H -2.308 -4.842 2.744 0.11
H -1.496 -4.198 0.488 0.11
C -4.081 4.265 2.676 -0.06
C -3.162 5.132 2.106 -0.07
C -2.331 4.690 1.089 -0.11
C -2.407 3.374 0.626 -0.35
C -3.345 2.514 1.208 -0.13
C -4.177 2.956 2.219 -0.07
Si -1.262 2.824 -0.748 0.73
C -2.118 1.864 -2.159 -0.36
C -2.107 2.375 -3.461 -0.09
C -2.909 1.810 -4.437 -0.05
C -3.703 0.709 -4.140 -0.05
C -3.691 0.162 -2.866 -0.05
C -2.904 0.735 -1.878 -0.16
H -4.725 4.608 3.475 0.11
H -3.096 6.154 2.459 0.11
H -1.617 5.376 0.646 0.09
H -3.431 1.490 0.873 0.08
H -4.898 2.281 2.663 0.11
H -0.528 3.991 -1.284 0.00
H -1.488 3.231 -3.703 0.10
H -2.916 2.224 -5.437 0.12
H -4.339 0.280 -4.902 0.12
H -4.306 -0.699 -2.638 0.12
H -2.964 0.326 -0.872 0.07
O 1.427 0.234 -1.897 -0.63
S 2.380 -0.506 -0.973 0.98
C 4.023 -0.241 -1.649 -0.38
C 5.039 -1.067 -1.195 -0.08
C 6.323 -0.880 -1.683 -0.06
C 6.569 0.111 -2.623 -0.06
C 5.535 0.919 -3.078 -0.06
C 4.248 0.745 -2.593 -0.07
C 2.580 0.628 0.426 -0.42
C 3.012 0.175 1.660 -0.09
C 3.142 1.086 2.697 -0.06
C 2.845 2.428 2.494 -0.06
C 2.421 2.871 1.250 -0.06
C 2.290 1.968 0.203 -0.14
H 4.830 -1.846 -0.470 0.11
H 7.128 -1.515 -1.339 0.11
H 7.568 0.246 -3.015 0.11
H 5.729 1.685 -3.817 0.11
H 3.425 1.352 -2.947 0.11
H 3.224 -0.876 1.818 0.12
H 3.466 0.747 3.672 0.12
H 2.959 3.131 3.308 0.11
H 2.214 3.921 1.089 0.11
H 2.006 2.302 -0.787 0.09
```

Output
HOMO level (alpha / beta), eV: -10.56 / -10.97
Orbital gap (alpha / beta), eV: 7.119 / 5.342
Multiplicity: 5
Energy relative to the best compared isomer or geometry (same formula, charge and spin), kcal per mole: 43.5
Charge: +1



Entry 5:
A molecular structure, C30H26AsF9NO9PSSiTm at a distorted geometry, computed with ωB97M-V with the def2-TZVPD basis set.

The geometry in XYZ format:
```
80
Properties=species:S:1:pos:R:3:lowdin_charge:R:1
Tm 1.837 0.113 0.542 1.04
O 3.968 0.699 1.671 -0.38
As 3.106 2.336 1.685 1.13
O 3.172 2.503 -0.185 -0.31
O 1.552 1.838 1.798 -0.66
C 4.353 2.386 -0.837 -0.32
C 5.525 2.874 -0.275 -0.07
C 6.755 2.719 -0.893 -0.11
C 6.817 2.066 -2.111 -0.11
C 5.652 1.609 -2.703 -0.01
C 4.399 1.779 -2.116 -0.30
S 2.208 0.184 -1.956 0.89
O 3.209 -0.268 -0.937 -0.49
O 3.304 1.366 -2.770 -0.20
O 1.238 1.112 -1.300 -0.54
H 4.917 0.792 1.525 0.05
H 5.441 3.371 0.693 0.09
H 7.641 3.104 -0.407 0.09
H 7.770 1.892 -2.592 0.09
H 5.685 1.102 -3.656 0.11
O 0.652 -2.966 2.586 0.00
N 0.822 -1.703 1.766 -0.22
O 1.794 -0.966 2.248 -0.26
F -2.631 -5.707 1.799 0.12
C -1.859 -4.941 2.593 -0.58
F -2.493 -4.931 3.797 0.11
F -0.730 -5.632 2.791 0.15
C -1.663 -3.555 2.070 -0.05
C -0.707 -2.674 2.838 -0.22
C -0.573 -1.271 2.248 -0.19
C -1.397 -0.876 1.083 -0.29
C -2.171 -1.790 0.464 -0.05
C -2.312 -3.122 0.978 0.00
P -0.955 0.795 0.482 1.16
C -1.973 1.000 -1.024 -0.31
C -2.854 2.066 -1.190 -0.07
C -3.596 2.201 -2.349 -0.01
C -3.423 1.296 -3.387 -0.12
C -2.474 0.284 -3.276 0.01
C -1.759 0.136 -2.100 -0.07
C -4.310 1.424 -4.591 -0.58
F -3.950 0.646 -5.620 0.14
F -5.590 1.082 -4.307 0.12
F -4.382 2.681 -5.071 0.13
C -1.968 1.735 1.711 -0.32
C -1.301 2.577 2.592 -0.05
C -2.003 3.335 3.513 0.00
C -3.390 3.267 3.531 -0.13
C -4.072 2.437 2.649 0.00
C -3.358 1.659 1.758 -0.08
C -4.147 4.139 4.486 -0.59
F -5.384 3.689 4.751 0.13
F -3.540 4.273 5.676 0.13
F -4.309 5.397 4.017 0.13
H -0.931 -2.727 3.917 0.16
H -0.470 -0.475 2.998 0.16
H -2.713 -1.547 -0.435 0.10
H -2.991 -3.779 0.453 0.12
H -2.984 2.795 -0.406 0.10
H -4.310 3.004 -2.462 0.12
H -2.298 -0.383 -4.106 0.12
H -1.007 -0.636 -1.998 0.09
H -0.225 2.641 2.533 0.07
H -1.487 3.973 4.215 0.12
H -5.151 2.409 2.673 0.12
H -3.884 1.004 1.080 0.11
C 2.955 -3.319 -0.502 -0.15
Si 1.384 -2.753 -1.437 0.31
C 1.732 -2.656 -3.329 -0.18
C 0.128 -4.189 -1.245 -0.15
O 0.849 -1.331 -0.960 -0.53
H 3.376 -4.248 -0.874 0.02
H 2.732 -3.449 0.555 0.02
H 3.726 -2.558 -0.580 0.01
H 1.908 -3.629 -3.777 0.01
H 2.590 -2.022 -3.525 0.00
H 0.879 -2.208 -3.831 0.02
H 0.322 -4.934 -2.008 0.02
H -0.900 -3.868 -1.355 0.01
H 0.228 -4.676 -0.281 0.02
```

Output
HOMO level (alpha / beta), eV: -5.55 / -5.54
Orbital gap (alpha / beta), eV: 7.473 / 7.469
Multiplicity: 3
Energy relative to the best compared isomer or geometry (same formula, charge and spin), kcal per mole: 108.6
Charge: -1



Entry 6:
A molecular structure, C30H26AuF12N4O2S at a distorted geometry, computed with ωB97M-V with the def2-TZVPD basis set.

The geometry in XYZ format:
```
76
Properties=species:S:1:pos:R:3:lowdin_charge:R:1
Au 0.123 -1.065 -0.808 1.35
C 3.535 3.759 2.631 -0.05
C 2.554 3.055 1.727 -0.27
C 1.191 3.305 1.777 -0.05
C 0.330 2.630 0.932 -0.05
C 0.775 1.683 -0.015 -0.26
N -0.147 1.008 -0.797 -0.04
C -1.248 1.655 -1.313 -0.21
C -1.136 3.031 -1.624 -0.03
C -2.170 3.765 -2.161 -0.05
C -3.391 3.168 -2.445 -0.28
C -4.540 3.941 -3.044 -0.06
C -3.511 1.814 -2.172 0.00
C -2.493 1.041 -1.615 -0.06
C -2.755 -0.459 -1.360 -0.35
O -1.989 -1.050 -0.402 -0.19
C -2.662 -1.194 -2.746 -0.54
F -1.461 -1.018 -3.320 0.13
F -3.570 -0.734 -3.647 0.13
F -2.866 -2.511 -2.625 0.16
C -4.212 -0.688 -0.806 -0.53
F -4.359 -1.930 -0.331 0.16
F -4.451 0.159 0.218 0.15
F -5.235 -0.513 -1.684 0.12
C 2.165 1.429 -0.065 -0.08
C 3.002 2.119 0.802 0.01
C 2.754 0.499 -1.146 -0.34
O 2.112 -0.653 -1.441 -0.21
C 2.843 1.366 -2.467 -0.52
F 1.660 1.395 -3.086 0.16
F 3.738 0.881 -3.355 0.14
F 3.200 2.657 -2.242 0.13
C 4.220 0.057 -0.794 -0.53
F 4.307 -0.402 0.465 0.13
F 5.149 1.053 -0.913 0.12
F 4.632 -0.932 -1.596 0.16
H 3.076 4.625 3.111 0.07
H 4.407 4.100 2.068 0.08
H 3.895 3.087 3.416 0.08
H 0.794 4.016 2.496 0.11
H -0.735 2.834 0.965 0.12
H -0.180 3.507 -1.448 0.11
H -2.013 4.817 -2.383 0.11
H -4.299 5.002 -3.123 0.07
H -5.442 3.843 -2.435 0.08
H -4.785 3.574 -4.045 0.08
H -4.455 1.349 -2.418 0.12
H 4.069 1.950 0.772 0.12
C -1.201 -3.716 0.987 -0.07
C -0.261 -4.068 -0.098 -0.39
C 0.206 -5.355 -0.414 -0.10
C 1.017 -5.219 -1.516 -0.10
C 1.046 -3.849 -1.826 -0.38
C 1.798 -3.222 -2.933 -0.06
N 0.303 -3.155 -0.929 -0.04
H -1.660 -4.613 1.405 0.07
H -1.971 -3.040 0.615 0.05
H -0.664 -3.191 1.773 0.02
H -0.077 -6.263 0.106 0.09
H 1.534 -5.998 -2.064 0.09
H 2.427 -3.962 -3.429 0.07
H 2.414 -2.407 -2.559 0.04
H 1.116 -2.788 -3.668 0.07
C 1.076 -2.645 5.158 -0.05
N 0.433 -1.435 4.712 -0.14
C -0.444 -0.662 5.462 -0.07
C -0.826 0.372 4.691 -0.09
N -0.172 0.231 3.483 0.08
C 0.617 -0.872 3.476 -0.80
S 1.581 -1.419 2.237 0.66
H 1.604 -2.471 6.097 0.09
H 1.785 -2.941 4.387 0.05
H 0.345 -3.442 5.299 0.09
H -0.734 -0.934 6.462 0.11
H -1.490 1.192 4.896 0.11
H -0.229 0.850 2.687 0.12
```

Output
HOMO level, eV: -3.80
Orbital gap, eV: 5.165
Charge: -1